No. 1
Molecular formula: C3H6N2OS
Method: DFT, the ωB97M-V functional and the def2-TZVPD basis

Computed properties:
- HOMO-LUMO gap (eV) = 8.944
- structure (SMILES) = NC/C=N\OC=S
- HOMO (eV) = -8.870
- F_max (eV/Å) = 1.290
- ΔE to the lowest compared entry with this formula, charge and spin (eV) = 3.593

Each line ends with the natural charge from an NBO analysis.
CARTESIAN COORDINATES (ANGSTROEM)
N  -1.62  -0.93  -0.24  -0.815
C  -1.40  0.31  0.46  -0.298
C  -0.37  1.25  -0.14  0.074
N  0.87  0.99  -0.35  -0.109
O  1.08  -0.36  -0.06  -0.404
C  2.38  -0.73  0.03  0.036
S  3.71  0.21  0.01  -0.029
H  -0.76  -1.38  -0.46  0.368
H  -2.11  -0.79  -1.12  0.354
H  -2.34  0.89  0.51  0.208
H  -1.14  0.07  1.51  0.219
H  -0.67  2.27  -0.38  0.202
H  2.38  -1.81  0.23  0.194

---

No. 2
Molecular formula: C3H6N2OS
Method: DFT, the ωB97M-V functional and the def2-TZVPD basis

Computed properties:
- HOMO-LUMO gap (eV) = 9.997
- structure (SMILES) = [H]/N=C(/N)[C@H](S)C=O
- HOMO (eV) = -9.616
- F_max (eV/Å) = 1.035
- ΔE to the lowest compared entry with this formula, charge and spin (eV) = 1.369

Each line ends with the natural charge from an NBO analysis.
CARTESIAN COORDINATES (ANGSTROEM)
H  0.94  1.41  1.19  0.368
N  1.39  0.51  1.13  -0.676
C  0.69  -0.33  0.50  0.417
N  1.11  -1.66  0.40  -0.826
C  -0.67  -0.12  -0.14  -0.501
S  -0.61  -0.23  -1.97  0.002
C  -1.42  1.18  0.18  0.442
O  -0.94  2.16  0.66  -0.512
H  2.07  -1.78  0.68  0.394
H  0.91  -2.10  -0.49  0.382
H  -1.30  -0.95  0.12  0.253
H  0.28  0.74  -2.12  0.132
H  -2.46  1.16  -0.13  0.123

---

No. 3
Molecular formula: C3H6N2OS
Method: DFT, the ωB97M-V functional and the def2-TZVPD basis

Computed properties:
- HOMO-LUMO gap (eV) = 9.692
- structure (SMILES) = C=NSC(=O)CN
- HOMO (eV) = -9.122
- F_max (eV/Å) = 3.671
- ΔE to the lowest compared entry with this formula, charge and spin (eV) = 2.486

Each line ends with the natural charge from an NBO analysis.
CARTESIAN COORDINATES (ANGSTROEM)
C  -1.40  0.34  2.62  -0.057
N  -1.68  1.28  1.77  -0.578
S  -1.14  1.38  0.18  0.439
C  0.03  0.08  -0.21  0.350
O  0.37  -0.84  0.57  -0.594
C  0.66  0.19  -1.63  -0.315
N  1.45  -0.94  -2.03  -0.827
H  -1.73  0.47  3.66  0.181
H  -0.76  -0.55  2.38  0.207
H  1.31  1.09  -1.55  0.221
H  -0.25  0.48  -2.18  0.219
H  2.16  -1.17  -1.30  0.379
H  0.96  -1.80  -2.27  0.374

---

No. 4
Molecular formula: C3H6N2OS
Method: DFT, the ωB97M-V functional and the def2-TZVPD basis

Computed properties:
- expectation value of S² = 2.007
- HOMO-LUMO gap (spin up / spin down) (eV) = 6.067 / 6.333
- spin multiplicity = 3
- HOMO (spin up / spin down) (eV) = -5.082 / -8.642
- F_max (eV/Å) = 5.748
- ΔE to the lowest compared entry with this formula, charge and spin (eV) = 3.958

Each line ends with the Löwdin spin population.
CARTESIAN COORDINATES (ANGSTROEM)
C  0.65  -1.57  0.50  0.121
C  1.56  -0.01  0.15  0.596
C  -1.58  1.02  -0.20  0.009
N  -0.03  -2.00  -0.44  0.067
N  0.76  1.04  0.20  0.228
O  -0.50  1.02  0.81  0.013
S  3.09  0.07  -0.41  0.905
H  0.98  -1.68  1.53  0.017
H  -1.34  1.90  -0.75  0.003
H  -2.62  1.00  0.09  0.000
H  -1.41  0.14  -0.70  0.001
H  -0.61  -2.88  -0.41  0.016
H  1.08  1.96  -0.36  0.024

---

No. 5
Molecular formula: C3H6N2OS2
Method: DFT, the ωB97M-V functional and the def2-TZVPD basis

Computed properties:
- HOMO-LUMO gap (eV) = 8.667
- structure (SMILES) = C/C(=N/O)SNC=S
- HOMO (eV) = -8.444
- F_max (eV/Å) = 4.865
- ΔE to the lowest compared entry with this formula, charge and spin (eV) = 4.421

Each line ends with the natural charge from an NBO analysis.
CARTESIAN COORDINATES (ANGSTROEM)
C  -1.92  0.13  -2.12  -0.651
C  -0.53  -0.17  -1.61  0.077
N  0.03  -1.25  -1.81  -0.151
O  1.25  -1.31  -1.10  -0.579
S  -0.15  1.39  -0.69  0.464
N  0.59  0.69  0.56  -0.774
C  -0.09  0.20  1.57  -0.041
S  0.50  -0.54  2.99  -0.179
H  -2.63  0.41  -1.29  0.246
H  -2.33  -0.48  -2.94  0.242
H  -1.69  1.20  -2.71  0.208
H  1.53  -2.14  -1.39  0.481
H  1.69  0.46  0.51  0.447
H  -1.23  0.42  1.58  0.209

---

No. 6
Molecular formula: C3H6N2OS2
Method: DFT, the ωB97M-V functional and the def2-TZVPD basis

Computed properties:
- HOMO-LUMO gap (eV) = 8.682
- HOMO (eV) = -8.296
- F_max (eV/Å) = 2.937
- ΔE to the lowest compared entry with this formula, charge and spin (eV) = 0.633

Each line ends with the natural charge from an NBO analysis.
CARTESIAN COORDINATES (ANGSTROEM)
C  1.33  0.10  -0.30  0.669
C  0.33  1.17  0.00  -0.665
C  -2.09  -0.37  0.45  -0.059
H  2.09  0.85  -2.01  0.384
H  2.76  -0.65  -1.71  0.416
H  0.56  2.20  -0.26  0.243
H  0.17  1.16  1.08  0.258
H  -1.80  -1.93  1.64  0.398
H  -0.35  -1.31  1.10  0.440
N  2.29  0.19  -1.28  -0.807
N  -1.35  -1.16  1.24  -0.792
O  1.21  -0.96  0.32  -0.645
S  -1.44  1.00  -0.56  0.293
S  -3.71  -0.30  0.27  -0.133

---

No. 7
Molecular formula: C3H6N2P
Method: DFT, the ωB97M-V functional and the def2-TZVPD basis

Computed properties:
- total charge = +1
- HOMO-LUMO gap (eV) = 8.758
- structure (SMILES) = [H]/P=c1/c[n+]1NC
- HOMO (eV) = -13.682
- F_max (eV/Å) = 5.059
- ΔE to the lowest compared entry with this formula, charge and spin (eV) = 3.280

Each line ends with the natural charge from an NBO analysis.
CARTESIAN COORDINATES (ANGSTROEM)
H  0.76  -0.12  -2.45  -0.001
P  -0.04  1.16  -2.57  0.593
C  -0.62  0.93  -1.08  -0.294
C  -1.38  1.62  0.20  0.142
N  -0.61  0.57  0.27  -0.075
N  -0.09  -0.35  1.09  -0.359
C  0.82  -1.30  0.52  -0.448
H  -1.84  2.41  0.78  0.286
H  -0.26  -0.19  2.10  0.439
H  0.24  -2.04  0.05  0.222
H  1.48  -0.86  -0.19  0.225
H  1.54  -1.84  1.26  0.269

---

No. 8
Molecular formula: C3H6N2S
Method: DFT, the ωB97M-V functional and the def2-TZVPD basis

Computed properties:
- HOMO-LUMO gap (eV) = 8.902
- structure (SMILES) = C=CS/C=N/N
- HOMO (eV) = -7.959
- F_max (eV/Å) = 4.499
- ΔE to the lowest compared entry with this formula, charge and spin (eV) = 3.880

Each line ends with the natural charge from an NBO analysis.
CARTESIAN COORDINATES (ANGSTROEM)
C  -2.73  0.57  0.02  -0.411
C  -1.52  0.23  -0.36  -0.375
S  -0.93  -1.45  -0.24  0.214
C  0.85  -1.18  0.07  -0.105
N  1.19  0.04  -0.18  -0.265
N  2.59  0.30  -0.20  -0.666
H  -3.52  -0.02  0.56  0.224
H  -2.74  1.77  -0.03  0.208
H  -0.73  1.01  -0.25  0.258
H  1.41  -2.08  0.49  0.207
H  3.39  -0.37  0.06  0.356
H  2.75  1.18  0.05  0.355

---

No. 9
Molecular formula: C3H6N2S
Method: DFT, the ωB97M-V functional and the def2-TZVPD basis

Computed properties:
- HOMO-LUMO gap (eV) = 8.092
- structure (SMILES) = NC(N)=CC=S
- HOMO (eV) = -7.632
- F_max (eV/Å) = 8.120
- ΔE to the lowest compared entry with this formula, charge and spin (eV) = 2.147

Each line ends with the natural charge from an NBO analysis.
CARTESIAN COORDINATES (ANGSTROEM)
N  -0.08  1.21  -0.94  -0.808
C  0.33  0.37  0.09  0.466
N  1.20  0.76  0.99  -0.784
C  -0.34  -0.79  0.50  -0.467
C  -1.20  -1.43  -0.41  -0.263
S  -1.39  -1.16  -2.04  -0.202
H  0.49  2.04  -1.07  0.391
H  -0.83  0.83  -1.61  0.440
H  2.08  1.56  0.96  0.406
H  1.34  0.23  1.88  0.412
H  0.11  -1.36  1.40  0.210
H  -1.70  -2.27  0.24  0.199

---

No. 10
Molecular formula: C3H6N2S
Method: DFT, the ωB97M-V functional and the def2-TZVPD basis

Computed properties:
- HOMO-LUMO gap (eV) = 9.636
- structure (SMILES) = S[C@H]1C=NNC1
- HOMO (eV) = -8.736
- F_max (eV/Å) = 1.102
- ΔE to the lowest compared entry with this formula, charge and spin (eV) = 1.695

Each line ends with the natural charge from an NBO analysis.
CARTESIAN COORDINATES (ANGSTROEM)
S  2.31  0.13  -0.24  -0.026
C  0.66  0.06  0.61  -0.386
C  -0.16  1.27  0.28  -0.021
N  -1.28  1.06  -0.30  -0.201
N  -1.55  -0.28  -0.30  -0.445
C  -0.36  -1.04  0.18  -0.267
H  1.86  0.45  -1.44  0.116
H  0.99  -0.02  1.63  0.239
H  0.07  2.32  0.47  0.212
H  -1.88  -0.60  -1.19  0.365
H  0.04  -1.65  -0.64  0.203
H  -0.70  -1.71  0.94  0.211

---

No. 11
Molecular formula: C3H6N2S2
Method: DFT, the ωB97M-V functional and the def2-TZVPD basis

Computed properties:
- HOMO-LUMO gap (eV) = 8.828
- structure (SMILES) = S=C(NS)N1CC1
- HOMO (eV) = -8.220
- F_max (eV/Å) = 3.023
- ΔE to the lowest compared entry with this formula, charge and spin (eV) = 2.155

Each line ends with the natural charge from an NBO analysis.
CARTESIAN COORDINATES (ANGSTROEM)
S  -1.03  -2.17  0.00  -0.289
C  0.21  -0.99  -0.02  0.310
N  1.51  -1.37  -0.03  -0.694
S  2.90  -0.34  0.02  0.152
N  0.02  0.36  -0.03  -0.525
C  -1.15  0.94  0.75  -0.224
C  -1.13  0.95  -0.74  -0.231
H  1.76  -2.36  -0.01  0.435
H  2.18  0.81  -0.14  0.169
H  -0.88  1.85  1.26  0.209
H  -1.74  0.16  1.31  0.241
H  -1.82  0.26  -1.15  0.233
H  -0.83  1.89  -1.25  0.216

---

No. 12
Molecular formula: C3H6N2S2
Method: DFT, the ωB97M-V functional and the def2-TZVPD basis

Computed properties:
- HOMO-LUMO gap (eV) = 8.007
- structure (SMILES) = C/N=C(/N)C(=S)S
- HOMO (eV) = -8.862
- F_max (eV/Å) = 4.575
- ΔE to the lowest compared entry with this formula, charge and spin (eV) = 3.858

Each line ends with the natural charge from an NBO analysis.
CARTESIAN COORDINATES (ANGSTROEM)
C  1.40  -1.35  0.19  -0.451
N  1.25  0.01  0.49  -0.498
C  0.17  0.68  0.24  0.371
N  0.08  1.93  0.93  -0.812
C  -1.23  0.13  -0.37  -0.364
S  -2.33  -0.38  0.78  0.051
S  -1.31  -0.23  -2.10  0.107
H  0.24  -1.84  0.61  0.199
H  1.59  -1.35  -1.03  0.204
H  2.49  -1.79  0.78  0.224
H  1.10  2.30  0.67  0.411
H  -0.73  2.48  0.74  0.382
H  -2.70  -0.59  -1.92  0.175

---

No. 13
Molecular formula: C3H6N2S2
Method: DFT, the ωB97M-V functional and the def2-TZVPD basis

Computed properties:
- HOMO-LUMO gap (eV) = 8.071
- HOMO (eV) = -8.489
- F_max (eV/Å) = 4.775
- ΔE to the lowest compared entry with this formula, charge and spin (eV) = 6.385

Each line ends with the natural charge from an NBO analysis.
CARTESIAN COORDINATES (ANGSTROEM)
C  -1.35  1.53  0.09  -0.471
C  0.32  -0.43  0.01  0.320
C  2.46  -0.58  -0.01  -0.092
H  -1.22  1.77  1.67  0.188
H  -0.12  1.89  -0.55  0.294
H  -2.54  1.82  -0.45  0.275
H  -2.23  -1.75  -1.08  0.144
H  0.38  -1.49  0.21  0.181
H  2.19  -1.60  -0.27  0.146
N  -1.02  0.08  0.00  -0.577
N  1.38  0.30  -0.05  -0.532
S  -2.37  -1.15  0.24  0.152
S  4.11  -0.40  0.19  -0.028

---

No. 14
Molecular formula: C3H6N2S3
Method: DFT, the ωB97M-V functional and the def2-TZVPD basis

Computed properties:
- HOMO-LUMO gap (spin up / spin down) (eV) = 8.137 / 8.136
- structure (SMILES) = C=[N+]([S-])C/C(S)=N/S
- HOMO (spin up / spin down) (eV) = -8.255 / -8.255
- F_max (eV/Å) = 3.854
- ΔE to the lowest compared entry with this formula, charge and spin (eV) = 3.317

Each line ends with the natural charge from an NBO analysis.
CARTESIAN COORDINATES (ANGSTROEM)
C  1.41  1.12  -1.01  -0.054
N  1.50  0.17  -0.19  -0.379
S  2.65  -1.02  -0.16  -0.169
C  0.47  0.25  0.91  -0.309
C  -0.87  -0.22  0.44  0.100
S  -1.02  -1.90  -0.12  -0.049
N  -1.80  0.63  0.24  -0.632
S  -3.34  0.46  -0.23  0.313
H  1.99  1.07  -1.92  0.214
H  0.63  1.80  -0.81  0.196
H  0.46  1.13  1.50  0.251
H  0.82  -0.36  1.84  0.252
H  0.26  -2.40  0.20  0.196
H  -3.17  -0.72  -0.71  0.070

---

No. 15
Molecular formula: C3H6N3
Method: DFT, the ωB97M-V functional and the def2-TZVPD basis

Computed properties:
- total charge = +1
- HOMO-LUMO gap (eV) = 9.661
- structure (SMILES) = [H]/N=[N+]1/C=NCC1
- HOMO (eV) = -15.515
- F_max (eV/Å) = 5.352
- ΔE to the lowest compared entry with this formula, charge and spin (eV) = 3.605

Each line ends with the natural charge from an NBO analysis.
CARTESIAN COORDINATES (ANGSTROEM)
H  -2.01  1.70  -1.04  0.373
N  -1.58  0.91  -1.39  -0.141
N  -0.66  0.32  -0.86  0.009
C  -0.25  -1.32  -1.38  0.319
N  0.43  -1.75  -0.48  -0.262
C  0.71  -0.86  0.62  -0.274
C  0.15  0.56  0.34  -0.350
H  -0.68  -1.47  -2.25  0.233
H  1.84  -0.90  0.58  0.257
H  0.52  -1.40  1.59  0.275
H  -0.46  0.93  1.16  0.266
H  1.08  1.16  0.34  0.295

---

No. 16
Molecular formula: C3H6N3
Method: DFT, the ωB97M-V functional and the def2-TZVPD basis

Computed properties:
- total charge = +1
- HOMO-LUMO gap (spin up / spin down) (eV) = 7.715 / 7.708
- HOMO (spin up / spin down) (eV) = -13.355 / -13.352
- F_max (eV/Å) = 4.691
- ΔE to the lowest compared entry with this formula, charge and spin (eV) = 7.445

Each line ends with the natural charge from an NBO analysis.
CARTESIAN COORDINATES (ANGSTROEM)
C  -1.23  -2.15  0.20  -0.379
C  -0.41  -1.25  -0.27  0.451
C  0.35  0.91  -0.42  0.211
N  1.03  3.13  -0.69  -0.345
N  0.51  2.09  -0.56  0.102
N  0.02  -0.24  -0.94  -0.487
H  -0.83  -2.96  0.82  0.287
H  -2.23  -2.15  0.04  0.272
H  0.74  -0.17  1.65  -0.059
H  0.94  -0.78  2.23  0.056
H  0.86  3.99  -0.09  0.419
H  0.25  -0.42  -1.96  0.472

---

No. 17
Molecular formula: C3H6N3O
Method: DFT, the ωB97M-V functional and the def2-TZVPD basis

Computed properties:
- total charge = +1
- HOMO-LUMO gap (eV) = 9.761
- structure (SMILES) = O=CN1C[NH+]=CN1
- HOMO (eV) = -14.345
- F_max (eV/Å) = 7.167
- ΔE to the lowest compared entry with this formula, charge and spin (eV) = 2.326

Each line ends with the natural charge from an NBO analysis.
CARTESIAN COORDINATES (ANGSTROEM)
O  2.53  0.81  0.53  -0.500
C  1.48  1.32  0.25  0.518
N  0.26  0.72  0.52  -0.287
C  0.29  -1.09  0.67  -0.007
N  -0.66  -1.31  -0.34  -0.545
C  -1.33  -0.24  -0.75  0.365
N  -0.81  0.93  -0.33  -0.369
H  1.32  2.23  -0.19  0.136
H  1.47  -1.27  0.44  0.292
H  -0.10  -1.38  1.55  0.211
H  -1.05  -2.23  -0.51  0.458
H  -2.11  -0.29  -1.55  0.275
H  -1.30  1.80  -0.28  0.453

---

No. 18
Molecular formula: C3H6N3O
Method: DFT, the ωB97M-V functional and the def2-TZVPD basis

Computed properties:
- total charge = +1
- HOMO-LUMO gap (spin up / spin down) (eV) = 7.636 / 7.634
- structure (SMILES) = [H]/N=[NH+]/C(=O)/C=N/C
- HOMO (spin up / spin down) (eV) = -14.383 / -14.382
- F_max (eV/Å) = 2.985
- ΔE to the lowest compared entry with this formula, charge and spin (eV) = 3.866

Each line ends with the natural charge from an NBO analysis.
CARTESIAN COORDINATES (ANGSTROEM)
H  0.53  -2.14  1.77  0.394
N  -0.03  -1.49  1.21  -0.077
N  -0.71  -0.64  1.79  -0.188
C  -1.45  0.24  0.82  0.624
O  -2.47  0.69  1.12  -0.362
C  -0.62  0.55  -0.32  -0.047
N  0.52  0.17  -0.57  -0.257
C  1.38  0.42  -1.70  -0.465
H  -0.62  -0.33  2.75  0.424
H  -1.13  1.27  -0.94  0.211
H  1.25  1.46  -2.27  0.235
H  0.93  -0.38  -2.37  0.259
H  2.43  0.20  -1.31  0.249

---

No. 19
Molecular formula: C3H6N3O
Method: DFT, the ωB97M-V functional and the def2-TZVPD basis

Computed properties:
- total charge = +1
- HOMO-LUMO gap (spin up / spin down) (eV) = 7.433 / 7.431
- structure (SMILES) = [H]/N=[NH+]/C=C(/C)N=O
- HOMO (spin up / spin down) (eV) = -13.756 / -13.755
- F_max (eV/Å) = 3.347
- ΔE to the lowest compared entry with this formula, charge and spin (eV) = 5.576

Each line ends with the natural charge from an NBO analysis.
CARTESIAN COORDINATES (ANGSTROEM)
H  2.48  -1.91  -0.19  0.391
N  1.78  -1.23  0.13  -0.435
N  0.61  -1.67  -0.04  -0.145
C  -0.44  -0.93  -0.03  -0.101
C  -0.19  0.45  0.09  0.128
C  -1.37  1.51  0.02  -0.594
N  1.00  0.90  0.25  0.351
O  1.79  1.72  0.50  -0.070
H  0.37  -2.66  -0.23  0.430
H  -1.37  -1.24  -0.32  0.247
H  -1.70  1.61  -1.11  0.274
H  -0.90  2.48  0.26  0.258
H  -2.05  0.96  0.69  0.266